1.
15
Properties=species:S:1:pos:R:3:forces:R:3 method="wB97M-V/def2-TZVPD" total_charge=+1 homo_energy_ev=-11.35 e_above_lowest_kcal_mol=102.31 gap_ha=0.18183 e_lumo_ev=-6.40
C 0.8126 -3.9534 -1.0589 -5.378 -0.090 -2.656
N 1.7038 -4.1664 -0.2245 1.422 1.154 1.647
H 0.6209 -4.7960 -1.7589 0.898 1.250 -0.771
H -0.0662 -3.1398 -1.0670 2.168 -1.835 0.895
H 2.5748 -4.5809 -0.5556 -0.198 -0.985 0.835
H 1.5956 -3.7269 0.6852 1.089 0.524 0.048
C -0.9658 2.9852 1.5523 -0.847 3.644 1.122
C -0.6958 3.2300 0.1055 1.298 -4.423 -3.440
C -0.6797 2.0586 -0.6382 -0.806 1.003 -2.252
H -0.6146 3.8834 2.1458 -0.170 -1.153 -0.334
H -0.4708 2.1044 1.8807 0.311 -0.566 0.331
H -2.0467 2.9472 1.7920 0.450 -0.191 -0.289
H -0.2098 3.9657 -0.6005 -0.615 0.272 2.196
H -0.2805 2.0942 -1.7238 -0.703 0.175 1.760
H -1.2777 1.0949 -0.5341 1.082 1.221 0.910

---

2.
15
Properties=species:S:1:pos:R:3:forces:R:3 method="wB97M-V/def2-TZVPD" total_charge=+1 homo_energy_ev=-13.21 e_above_lowest_kcal_mol=62.52 gap_ha=0.27518 e_lumo_ev=-5.72
C -2.0765 0.0991 -1.2615 -1.114 -0.364 -0.097
C -2.6006 0.6216 -0.1573 1.516 0.438 -0.010
H -2.6992 -0.4667 -1.9470 0.010 0.548 -0.408
H -1.0371 0.2016 -1.5462 0.193 -0.451 0.412
H -3.6269 0.8933 0.0273 -0.277 -0.819 0.073
H -1.8741 0.9258 0.5954 -0.320 0.656 0.020
C 0.9482 -0.8793 1.1373 -0.555 -0.173 0.364
C 1.9912 0.5702 -0.4373 0.909 -0.889 -0.387
N 2.0721 -0.0434 0.6763 -0.699 0.152 -0.586
H 0.7385 -1.5977 0.3500 0.061 -0.077 0.016
H 1.1710 -1.4180 2.0519 0.304 0.190 0.033
H 0.0464 -0.2880 1.2894 0.163 0.199 0.021
H 1.0631 0.6126 -0.9912 -0.185 -0.010 0.176
H 2.9194 0.8070 -0.9462 -0.052 0.915 0.284
H 2.9644 -0.0381 1.1590 0.046 -0.316 0.088

---

3.
16
Properties=species:S:1:pos:R:3:forces:R:3 method="wB97M-V/def2-TZVPD" homo_energy_ev=-7.87 e_above_lowest_kcal_mol=22.67 gap_ha=0.33148 smiles="N/C=C/CCN" e_lumo_ev=1.15
C 0.0197 -0.1110 -1.7381 0.121 -0.168 0.174
C 1.0489 0.4995 -0.7691 -0.601 -0.650 0.210
C 0.7679 0.2622 0.6950 -0.347 0.168 0.242
C -0.0777 -0.6367 1.2023 0.477 0.061 -0.447
N -0.4226 -0.7039 2.5280 -0.032 0.570 0.334
N -1.2274 0.6344 -1.8594 0.108 0.166 -0.274
H -0.2457 -1.1372 -1.4744 0.118 0.001 0.087
H 0.4920 -0.1999 -2.7154 -0.076 0.178 -0.183
H 2.0341 0.0876 -1.0051 0.133 0.416 -0.164
H 0.9808 1.5732 -0.9599 0.604 0.063 -0.021
H 1.2287 0.9279 1.4269 0.096 0.093 -0.248
H -0.5318 -1.3631 0.5607 -0.423 -0.325 -0.178
H -0.7896 -1.5256 2.9620 0.109 -0.173 -0.088
H 0.0821 -0.0521 3.1042 -0.128 -0.245 0.354
H -1.0267 1.6200 -1.9992 -0.018 -0.062 -0.116
H -1.7458 0.5903 -0.9985 -0.141 -0.092 0.318

---

4.
16
Properties=species:S:1:pos:R:3:forces:R:3 method="wB97M-V/def2-TZVPD" homo_energy_ev=-8.32 e_above_lowest_kcal_mol=66.24 gap_ha=0.34255 smiles="C=CN.C=NC" e_lumo_ev=1.00
C -0.7200 -0.8444 -1.6888 1.852 -0.539 1.703
C -1.8672 -0.3701 -1.1400 0.183 1.070 -0.033
N -2.7729 0.5738 -1.6788 1.145 0.308 -1.459
H -0.0727 -0.5753 -2.5212 -1.475 0.806 -0.813
H 0.1072 -1.4271 -1.1414 -2.273 0.329 0.216
H -2.2364 -0.5808 -0.1130 0.783 -0.634 -0.811
H -2.4401 1.2377 -2.4154 -0.359 -1.169 1.063
H -3.4380 1.0031 -1.0598 0.163 -0.174 0.153
C 1.0220 0.0377 2.2263 -1.045 0.517 2.323
C 2.5033 0.3221 0.4840 0.797 1.796 -0.247
N 1.8670 0.9180 1.4327 0.730 -2.174 -1.757
H 0.0723 0.6133 2.4838 1.036 -0.823 -0.496
H 0.7433 -0.9823 1.8694 0.424 0.778 -0.328
H 1.5014 -0.1092 3.2473 -0.371 0.198 -1.159
H 3.1872 0.9343 -0.1977 -0.989 -0.573 1.089
H 2.5437 -0.7507 0.2128 -0.601 0.284 0.556

---

5.
16
Properties=species:S:1:pos:R:3:forces:R:3 method="wB97M-V/def2-TZVPD" homo_energy_ev=-9.29 e_above_lowest_kcal_mol=34.18 gap_ha=0.38291 smiles=C[C@@H]1N[C@H]1CN e_lumo_ev=1.13
C 2.1211 -0.9015 0.0807 -0.031 -0.378 0.090
C 0.9350 -0.1120 -0.4204 -0.117 0.340 1.078
C -0.1301 0.3931 0.5117 0.594 0.206 0.134
C -1.5287 0.4681 -0.0330 -0.378 0.065 -0.075
H 2.2989 -0.7616 1.1718 -0.285 -0.066 -0.760
H 1.8912 -1.9755 -0.1255 0.575 0.685 0.227
H 3.0412 -0.5663 -0.4379 -0.436 -0.425 0.148
H 0.5831 -0.3997 -1.4161 0.042 0.306 0.252
H 0.5514 1.9232 -0.7351 -0.039 -0.324 0.248
H -0.0589 0.2510 1.6267 -0.002 -0.141 -1.247
H -2.1087 1.1935 0.6004 0.084 -0.787 -0.385
H -1.5526 0.8923 -1.0609 0.272 -0.283 0.538
H -2.9920 -0.9361 -0.4533 0.163 0.088 -0.174
H -2.1344 -1.2919 0.8423 0.312 0.127 -0.561
N 0.8999 1.3016 -0.0012 0.019 0.083 -0.455
N -2.0289 -0.9324 -0.1196 -0.775 0.504 0.943

---

6.
16
Properties=species:S:1:pos:R:3:forces:R:3 method="wB97M-V/def2-TZVPD" homo_energy_ev=-7.88 e_above_lowest_kcal_mol=41.10 gap_ha=0.33211 smiles="C=CN.C=CN" e_lumo_ev=1.16
C -2.0378 1.2315 -0.1014 -1.066 -0.335 0.108
C -0.8810 1.6778 -0.5566 0.514 -0.496 -0.130
N 0.3803 1.5211 0.0373 -0.113 0.362 -0.029
H -2.2115 0.6681 0.8088 0.574 0.233 0.234
H -2.9628 1.3331 -0.6564 0.283 0.163 -0.359
H -0.7799 2.0626 -1.5658 -0.310 0.317 0.081
H 0.3769 1.3852 1.0313 -0.282 -0.370 0.369
H 0.9413 2.3303 -0.1379 0.441 0.335 -0.244
C 0.3246 -1.4759 -0.8745 -1.198 -0.222 -0.558
C 0.5870 -1.8225 0.3823 1.445 -0.044 -0.526
N 1.6307 -1.2678 1.1218 -0.501 -0.274 0.688
H 0.8102 -0.7234 -1.4764 0.415 0.183 0.478
H -0.5518 -1.8674 -1.3811 0.089 -0.311 0.234
H 0.1157 -2.6779 0.8457 -0.347 0.207 0.160
H 2.1766 -0.5538 0.6844 0.199 0.046 -0.147
H 2.0814 -1.8212 1.8385 -0.142 0.207 -0.361

---

7.
16
Properties=species:S:1:pos:R:3:forces:R:3 method="wB97M-V/def2-TZVPD" homo_energy_ev=-7.34 e_above_lowest_kcal_mol=43.27 gap_ha=0.30627 smiles="CC/C(N)=C/N" e_lumo_ev=1.00
C -2.3619 -0.7479 0.0089 -0.541 0.110 0.332
C -1.3075 0.3753 -0.3449 -3.557 1.577 -1.412
C 0.0839 0.0891 0.0614 -0.282 2.111 -0.002
C 1.0138 0.1440 -0.8732 4.013 -1.426 0.985
N 2.4629 -0.0241 -0.4984 -1.300 0.132 -0.485
N 0.3210 0.2378 1.4368 1.109 0.089 2.175
H -3.4235 -0.6014 -0.3782 1.579 0.068 -0.355
H -2.6361 -0.6605 1.1016 0.942 -0.857 -0.745
H -1.9548 -1.7560 -0.3589 -0.786 1.325 0.990
H -1.6496 1.3688 0.1453 0.496 -1.533 -0.472
H -1.4836 0.6349 -1.4761 0.986 -0.785 1.878
H 0.8370 0.3159 -1.9179 -0.174 -0.177 -0.118
H 3.0488 -0.4869 -1.2372 -1.034 0.527 1.476
H 2.5949 -0.3622 0.4876 -0.173 0.127 -1.835
H -0.5101 0.0787 2.0233 1.038 0.298 -0.432
H 1.1196 0.8094 1.9286 -2.315 -1.586 -1.980

---

8.
16
Properties=species:S:1:pos:R:3:forces:R:3 method="wB97M-V/def2-TZVPD" homo_energy_ev=-8.69 e_above_lowest_kcal_mol=42.70 gap_ha=0.36092 smiles="C=NNC(C)C" e_lumo_ev=1.13
C 1.7427 -1.0565 -0.0629 -1.209 -0.502 -0.881
C 0.5981 -0.0662 -0.4332 0.244 -0.339 1.937
C 0.8739 1.3700 0.0505 1.792 0.723 0.174
C -2.8635 -0.1451 0.0301 0.498 0.527 -0.561
H 1.9275 -1.1011 1.0023 -0.059 0.191 0.354
H 2.6653 -0.7351 -0.5503 -0.025 -0.351 -0.075
H 1.3918 -2.0981 -0.3667 0.789 1.334 0.144
H 0.4188 -0.1042 -1.4994 0.074 0.161 -0.200
H 0.0140 2.0691 -0.0580 0.517 -0.660 -0.017
H 1.2707 1.4369 1.1442 -0.844 -0.382 -1.765
H 1.7326 1.7556 -0.5922 -1.034 -0.138 0.821
H -0.7663 -0.3821 1.1931 0.528 -0.375 -1.494
H -2.8928 -0.4718 1.0622 -0.587 -0.132 0.287
H -3.7361 0.2056 -0.5346 0.344 -0.263 0.449
N -0.6488 -0.5821 0.1569 -0.445 0.559 0.877
N -1.7279 -0.0950 -0.5421 -0.583 -0.353 -0.050